[1]
{"formula": "C6H15NO", "method": "ωB97M-V with the def2-TZVPD basis set", "homo_energy_ev": -8.84, "fmax_ev_per_a": 1.327, "e_lumo_ev": 0.92, "total_energy_ha": -367.5511, "spin_multiplicity": 1, "orbital_gap_ev": 9.7590, "relative_energy_ev": 2.1826, "species": ["C", "C", "C", "C", "C", "N", "C", "H", "H", "H", "H", "H", "H", "H", "H", "H", "H", "H", "H", "H", "O", "H", "H"], "positions_angstrom": [[0.52, 2.12, -2.44], [0.05, 1.75, -1.26], [-0.47, 0.35, -1.03], [-0.90, 0.06, 0.43], [-1.68, -1.25, 0.51], [-1.71, 1.17, 0.99], [-1.12, 1.79, 2.16], [1.00, 3.08, -2.58], [0.46, 1.47, -3.31], [0.21, 2.39, -0.39], [0.35, -0.33, -1.23], [-1.39, 0.20, -1.60], [0.01, -0.04, 1.04], [-2.54, -1.20, -0.15], [-2.09, -1.33, 1.51], [-1.02, -2.07, 0.23], [-1.79, 1.85, 0.25], [-1.51, 2.79, 2.35], [-1.44, 1.23, 3.05], [-0.02, 1.75, 2.16], [4.91, -5.58, -0.43], [4.78, -5.40, 0.51], [5.37, -4.81, -0.77]]}


[2]
{"formula": "C6H15NO", "method": "ωB97M-V with the def2-TZVPD basis set", "homo_energy_ev": -7.08, "fmax_ev_per_a": 3.415, "e_lumo_ev": 0.75, "total_energy_ha": -367.5297, "spin_multiplicity": 1, "orbital_gap_ev": 7.8308, "relative_energy_ev": 2.7659, "species": ["C", "C", "C", "C", "N", "C", "C", "H", "H", "H", "H", "H", "H", "H", "H", "H", "H", "H", "H", "H", "O", "H", "H"], "positions_angstrom": [[0.57, -2.51, 0.25], [-0.34, -1.59, -0.60], [0.02, -0.14, -0.39], [-0.76, 0.94, -0.82], [-1.87, 0.99, -1.59], [1.15, 0.37, 0.43], [2.53, 0.30, -0.18], [1.64, -2.41, 0.14], [0.36, -2.33, 1.34], [0.31, -3.56, 0.21], [-0.26, -1.73, -1.73], [-1.46, -1.59, -0.37], [-0.45, 2.03, -0.48], [-2.46, 1.77, -1.79], [-2.24, 0.18, -2.12], [0.89, 1.47, 0.62], [1.26, 0.00, 1.44], [2.63, -0.82, -0.49], [3.42, 0.57, 0.53], [2.48, 1.04, -1.01], [-1.12, 1.42, 2.21], [-1.07, 1.85, 3.03], [-1.98, 1.03, 1.99]]}


[3]
{"formula": "C6H15NO", "method": "ωB97M-V with the def2-TZVPD basis set", "homo_energy_ev": -8.93, "fmax_ev_per_a": 1.903, "e_lumo_ev": 0.92, "total_energy_ha": -367.5732, "spin_multiplicity": 1, "orbital_gap_ev": 9.8471, "relative_energy_ev": 1.5810, "species": ["C", "C", "C", "C", "O", "H", "H", "H", "H", "H", "H", "H", "H", "C", "N", "C", "H", "H", "H", "H", "H", "H", "H"], "positions_angstrom": [[-0.21, 1.91, -0.91], [-0.47, 0.60, -1.61], [-1.61, -0.36, -1.03], [-2.65, 0.20, -0.08], [-1.73, -1.51, -1.45], [0.77, 1.90, -0.42], [-0.16, 2.73, -1.64], [-0.95, 2.19, -0.16], [0.46, 0.03, -1.73], [-0.83, 0.79, -2.63], [-2.88, 1.24, -0.31], [-2.28, 0.11, 0.95], [-3.58, -0.37, -0.18], [2.07, 0.05, 1.64], [0.98, -0.64, 0.96], [1.39, -1.95, 0.49], [1.73, 1.04, 1.96], [2.93, 0.18, 0.98], [2.39, -0.50, 2.54], [0.18, -0.74, 1.58], [2.23, -1.88, -0.21], [1.67, -2.61, 1.32], [0.56, -2.43, -0.05]]}